A cluster of 12 separate species, C30H87N15O15 in total, computed with the ωB97M-V functional and the def2-TZVPD basis.

Values from the calculation:
HOMO-LUMO gap: 8.5 eV
charge: 0
ΔE to the lowest compared entry with this formula, charge and spin: 0.0 kcal/mol
multiplicity: 1
SMILES: COCCNCCOC.COCCNCCOC.COCCNCCOC.NC(N)=O.NC(N)=O.NC(N)=O.NC(N)=O.NC(N)=O.NC(N)=O.CCO.CCO.CCO

XYZ file:
```
147
Properties=species:S:1:pos:R:3:forces:R:3
C 4.0868 -8.5678 1.7684 -0.463 -0.183 -0.193
O 4.6541 -9.7246 2.3154 0.170 -1.339 -0.661
C 5.3941 -9.5524 3.4818 0.734 -0.241 1.333
C 5.7614 -10.8970 4.2657 -1.482 1.258 -1.484
N 6.4680 -11.8495 3.4257 0.858 -1.345 0.796
C 6.9240 -13.1069 4.1235 -1.646 0.229 0.171
C 5.6515 -14.0469 4.3635 0.441 0.214 0.006
O 4.8788 -14.1022 3.1540 0.577 0.029 -0.121
C 3.4793 -14.1304 3.3723 0.192 -0.067 0.062
H 3.5361 -8.8070 0.8587 0.023 -0.558 0.052
H 4.8149 -7.8358 1.4189 0.239 0.302 0.592
H 3.3352 -8.1999 2.4669 0.166 0.692 0.128
H 4.8056 -8.9541 4.1774 -0.226 0.118 0.386
H 6.2944 -8.9632 3.3072 0.360 -0.069 -0.306
H 4.7722 -11.2854 4.5081 -0.238 -0.212 0.510
H 6.2402 -10.6005 5.1990 0.392 -0.142 -0.172
H 5.7295 -12.3281 2.9301 -0.212 0.718 -1.217
H 7.4691 -12.9020 5.0449 -0.251 0.054 0.177
H 7.6196 -13.6551 3.4881 -0.144 0.133 -0.248
H 4.9601 -13.7857 5.1647 0.254 0.886 0.216
H 5.9674 -15.0386 4.6874 0.287 -0.355 -0.445
H 3.2929 -14.8745 4.1467 -0.527 0.073 0.057
H 2.9380 -14.3878 2.4618 0.428 -0.318 -0.117
H 3.0949 -13.1442 3.6324 0.067 0.122 0.477
C -11.2271 -1.9715 2.6249 0.796 -0.151 -1.216
O -10.5956 -1.4316 1.4625 0.880 -0.495 -0.575
C -11.2781 -0.5362 0.6315 -1.216 0.873 -0.963
C -10.6821 -0.3826 -0.8430 -0.988 -0.473 2.773
N -9.3209 0.0098 -0.8161 1.309 -0.262 -0.690
C -8.6619 -0.4748 -2.0423 1.149 0.426 1.192
C -7.1259 -0.3071 -1.8826 -1.717 -0.444 -0.502
O -6.8407 1.0337 -1.5732 1.363 -0.392 -0.813
C -5.4228 1.2060 -1.6023 0.155 1.125 0.502
H -10.4284 -2.6050 3.0107 0.095 0.585 0.885
H -11.9639 -2.7470 2.4154 -0.741 0.472 -0.430
H -11.6006 -1.1583 3.2472 0.056 -0.337 0.391
H -11.3962 0.4316 1.1188 0.380 0.348 0.129
H -12.3044 -0.8767 0.4946 -0.279 -0.219 -0.143
H -11.1877 0.3963 -1.4138 -0.728 -0.318 0.135
H -10.8755 -1.3813 -1.2344 0.174 -0.182 -0.707
H -8.8212 -0.4298 -0.0564 -0.132 -0.100 0.361
H -9.0582 0.0591 -2.9060 0.157 0.062 -0.056
H -8.8675 -1.5404 -2.1441 0.012 -0.278 -0.390
H -6.6589 -0.6703 -2.7981 0.196 0.415 -0.401
H -6.7375 -0.9967 -1.1331 -0.112 -0.004 0.581
H -5.1816 2.2321 -1.8798 -0.339 0.199 0.023
H -4.8443 0.6082 -2.3067 -0.499 -0.499 -0.119
H -5.0077 1.0687 -0.6038 0.072 -0.309 0.139
C 0.8544 14.1030 -5.6945 0.869 0.939 0.088
O 1.3723 12.8789 -6.1348 -1.725 -0.410 0.108
C 0.4591 11.8033 -5.8070 1.443 -0.677 0.369
C 0.6243 11.4174 -4.3286 0.251 -0.670 -0.333
N 2.0140 11.3547 -4.0158 0.922 -0.861 0.276
C 2.4004 10.9009 -2.6760 1.117 1.336 -0.138
C 3.9271 11.1613 -2.4632 -0.990 -1.238 -0.551
O 4.1617 12.5301 -2.4402 -1.216 0.183 0.210
C 5.4104 12.8456 -1.9645 1.503 0.417 -0.632
H 0.0185 14.4463 -6.3041 -0.262 -0.095 0.110
H 1.6579 14.8333 -5.7908 0.019 0.095 -0.208
H 0.6283 14.1075 -4.6282 -0.421 -0.182 0.093
H 0.8400 11.0298 -6.4739 -0.191 -0.404 0.339
H -0.6124 11.8927 -5.9857 -0.018 0.958 -0.476
H 0.2362 10.4107 -4.1735 -0.392 -0.158 -0.190
H 0.0452 12.0469 -3.6530 -0.205 0.499 0.091
H 2.5144 12.1623 -4.3587 0.084 -0.001 0.348
H 2.1666 9.8589 -2.4577 -0.006 -0.173 -0.482
H 1.8792 11.4906 -1.9218 -0.147 0.132 0.397
H 4.4919 10.6633 -3.2513 0.012 0.135 -0.681
H 4.3524 10.6661 -1.5902 -0.503 0.104 0.695
H 6.1564 12.6332 -2.7303 0.319 0.038 -0.344
H 5.7524 12.2379 -1.1268 -0.414 0.154 0.564
H 5.4567 13.9194 -1.7833 -0.054 -0.139 0.341
N -6.5284 -2.6836 3.2283 -0.760 4.736 2.477
C -5.8699 -3.6346 2.6547 0.300 -1.020 -1.004
N -6.6401 -4.6216 2.3609 -3.609 -4.284 -1.050
O -4.7323 -3.7008 2.3317 4.282 1.114 -0.126
H -7.5332 -2.6432 3.3228 0.491 0.009 -0.004
H -5.9650 -1.9023 3.5321 -0.487 0.117 -0.054
H -7.6041 -4.5635 2.6565 0.233 -0.826 -0.230
H -6.1985 -5.4876 2.0866 -0.445 0.206 -0.043
N -0.3929 -4.0586 -5.0404 2.666 0.529 -4.175
C -1.1106 -4.3838 -4.0263 -4.713 -2.143 -0.217
N -0.6855 -3.7618 -2.9628 0.900 1.339 4.402
O -2.1477 -5.0718 -4.1645 1.264 0.683 0.920
H -0.6873 -4.4168 -5.9377 0.497 0.169 0.151
H 0.4548 -3.5326 -4.8829 -0.211 -0.192 -0.830
H -1.1405 -3.8050 -2.0622 -0.036 -0.320 -0.395
H 0.2314 -3.3382 -2.9626 -0.356 -0.049 0.155
N 3.0368 3.4975 -5.8896 0.115 -1.660 -0.304
C 3.2924 4.6828 -5.3422 0.890 -0.277 1.906
N 2.6215 5.6205 -5.9879 -1.013 2.642 -0.824
O 3.9971 4.8484 -4.3510 -0.044 0.159 -0.443
H 3.5820 2.7247 -5.5349 -0.463 -0.123 -0.549
H 2.4363 3.5279 -6.7011 0.528 -1.123 0.192
H 1.9766 5.3472 -6.7156 0.138 0.633 0.276
H 2.6358 6.5646 -5.6292 -0.127 -0.246 -0.226
N 1.9675 2.1553 0.6146 0.702 4.129 -0.439
C 1.9697 0.8642 0.6573 1.087 -0.585 -2.925
N 1.2476 0.4390 1.6222 -3.032 -2.935 4.034
O 2.4820 0.1619 -0.1786 1.273 -1.351 -1.192
H 2.5104 2.5794 -0.1240 -0.370 0.473 0.434
H 1.3702 2.5999 1.2969 0.681 0.908 -0.726
H 0.9181 -0.5027 1.4643 -0.195 0.137 0.586
H 0.6534 1.1175 2.0767 -0.166 -0.801 0.217
N -1.3894 4.6934 6.9563 0.628 4.071 -1.130
C -1.5863 3.4150 6.9380 -1.471 -3.792 -1.267
N -1.5085 2.8955 8.1424 0.642 -1.197 4.136
O -1.9187 2.6793 6.0129 0.482 0.831 -1.071
H -1.1394 5.1487 7.8225 -0.001 0.154 -0.621
H -1.4009 5.1960 6.0803 -0.059 0.064 0.399
H -1.2930 3.5064 8.9172 0.048 -0.418 0.001
H -1.3872 1.9094 8.3241 -0.259 0.272 -0.487
N -8.6335 4.2686 1.6276 -4.063 -0.619 -3.365
C -7.5722 4.4210 2.3684 -1.723 0.041 0.362
N -6.6278 3.6160 2.0112 4.864 -2.864 -1.088
O -7.6037 5.1249 3.3122 0.894 2.741 3.648
H -8.6998 3.4707 1.0120 -0.089 0.184 0.059
H -9.5203 4.6820 1.8780 0.518 0.120 0.151
H -5.7845 3.5540 2.5636 -0.224 0.285 -0.067
H -6.5348 3.2850 1.0615 -0.192 0.024 0.242
C 6.7667 -3.8965 -7.0396 -0.397 -0.356 -0.661
C 6.4513 -3.6101 -5.6000 -0.736 0.733 0.259
O 5.2598 -2.7821 -5.5433 0.336 -0.315 -0.330
H 5.9361 -4.3843 -7.5497 -0.290 -0.136 0.285
H 7.5909 -4.6033 -7.1351 0.252 0.268 0.062
H 6.9223 -3.0023 -7.6433 0.410 0.126 0.307
H 7.2638 -3.0676 -5.1165 0.197 -0.084 0.002
H 6.2612 -4.5293 -5.0459 0.100 -0.141 0.011
H 5.1922 -2.3697 -4.6791 0.109 -0.083 0.083
C 8.5282 1.8237 -1.8500 0.384 1.227 -0.009
C 8.8749 2.6368 -3.1039 0.070 -0.565 -0.045
O 9.1344 4.0189 -2.8394 -0.667 -0.598 -0.041
H 8.0417 0.8782 -2.0895 0.392 -0.101 0.102
H 7.8259 2.4296 -1.2775 -0.274 -0.088 0.030
H 9.4136 1.7707 -1.2164 -0.043 -0.597 0.010
H 8.0177 2.5263 -3.7680 0.035 0.205 -0.383
H 9.7582 2.2719 -3.6281 -0.037 -0.247 0.105
H 8.2398 4.3657 -2.8712 0.111 0.775 0.223
C -0.3641 -4.9090 7.3890 0.259 -0.810 -0.379
C -0.7872 -3.4885 7.6520 0.002 -0.347 0.200
O -0.7233 -3.1796 9.0569 0.281 0.481 -0.732
H 0.6833 -5.0781 7.6390 0.048 0.211 0.169
H -0.4492 -5.1523 6.3300 -0.095 0.114 -0.164
H -0.9245 -5.6825 7.9141 -0.280 0.222 0.194
H -1.7551 -3.2651 7.2034 -0.358 -0.125 0.333
H -0.1076 -2.8625 7.0737 0.235 0.399 0.617
H -1.4853 -3.5366 9.5189 -0.098 -0.132 -0.243
```
Positions in Å, forces in eV/Å.